(1)
{
  "formula": "C4H11NO2",
  "method": "ωB97M-V with the def2-TZVPD basis set",
  "e_above_lowest_ev": 2.5000,
  "smiles": "C=C/C=C/N.O.O",
  "total_energy_ha": -364.1763,
  "lumo_energy_ev": 0.559,
  "spin_multiplicity": 1,
  "homo_energy_ev": -7.888,
  "elements": ["C", "C", "C", "C", "N", "H", "H", "H", "H", "H", "H", "H", "O", "H", "H", "O", "H", "H"],
  "coordinates": [[3.3198, -1.7802, 0.5969], [2.7226, -1.0004, -0.2933], [1.5272, -1.3640, -1.0669], [0.3463, -0.7680, -0.9117], [-0.8418, -1.2799, -1.4305], [4.2576, -1.4793, 1.0367], [2.8900, -2.7137, 0.9416], [3.2935, -0.1070, -0.5688], [1.5837, -2.0197, -1.9364], [0.2108, -0.0629, -0.0945], [-1.6426, -0.6784, -1.4005], [-1.0273, -2.2636, -1.4084], [-0.4325, 1.7728, 1.6785], [-0.1427, 2.6909, 1.7435], [-1.2921, 1.7523, 2.1127], [-4.5811, 2.8226, 0.6551], [-4.7545, 3.3483, -0.1341], [-4.8427, 3.4410, 1.3466]],
  "atomic_forces_ev_per_a": [[-0.222, -0.048, 0.221], [0.973, -0.128, -0.401], [-0.506, 0.595, -0.822], [-0.379, -1.060, 1.500], [0.036, 0.702, -0.685], [0.099, 0.025, 0.133], [-0.012, -0.035, -0.107], [-0.424, 0.016, -0.019], [0.358, -0.342, 0.381], [0.082, 0.472, -0.281], [-0.128, -0.147, 0.147], [0.130, -0.028, -0.041], [0.012, 0.135, 0.042], [-0.054, -0.166, -0.020], [0.020, 0.010, -0.066], [-0.137, 0.454, -0.003], [0.105, -0.246, -0.190], [0.045, -0.210, 0.213]]
}



(2)
{
  "formula": "C4H11NO2",
  "method": "ωB97M-V with the def2-TZVPD basis set",
  "e_above_lowest_ev": 2.6576,
  "smiles": "NCCCC=O.O",
  "total_energy_ha": -364.1705,
  "lumo_energy_ev": 0.907,
  "spin_multiplicity": 1,
  "homo_energy_ev": -8.952,
  "elements": ["N", "C", "C", "C", "C", "O", "H", "H", "H", "H", "H", "H", "H", "H", "H", "O", "H", "H"],
  "coordinates": [[-2.5111, 1.6629, 0.2241], [-1.2281, 1.2937, -0.3430], [-0.6496, -0.1518, -0.0181], [0.2981, -0.6909, -1.0337], [1.0447, -1.9820, -0.6073], [2.2568, -1.8521, -0.4293], [-2.5148, 1.8195, 1.1734], [-3.0042, 2.3050, -0.3912], [-0.3997, 1.9512, 0.0675], [-1.2827, 1.3578, -1.4208], [-0.2256, -0.2180, 0.9598], [-1.6223, -0.8638, 0.0668], [1.0480, 0.0886, -1.3375], [-0.1536, -0.7642, -2.1740], [0.5642, -2.9089, -0.3543], [2.4397, -0.2281, 1.8592], [3.1783, 0.3520, 2.2558], [2.7618, -1.1709, 1.5026]],
  "atomic_forces_ev_per_a": [[0.119, -1.314, -3.171], [2.087, -0.410, 1.386], [-4.596, -1.137, -0.068], [0.262, 0.124, -3.975], [2.321, 3.188, -0.043], [-1.565, -1.145, -0.267], [-0.165, 0.827, 2.087], [0.115, -0.088, 0.896], [-0.720, -0.205, -0.901], [0.012, 0.266, -0.242], [0.507, 0.331, 0.700], [2.044, 1.377, -0.305], [-0.024, -0.821, 1.036], [0.316, -0.504, 2.857], [-0.688, -0.626, -0.036], [1.809, -1.322, -0.046], [-1.425, -2.083, -1.158], [-0.411, 3.541, 1.250]]
}



(3)
{
  "formula": "C4H11NO2",
  "method": "ωB97M-V with the def2-TZVPD basis set",
  "e_above_lowest_ev": 1.1186,
  "smiles": "CC(=O)N(C)C.O",
  "total_energy_ha": -364.2271,
  "lumo_energy_ev": 0.501,
  "spin_multiplicity": 1,
  "homo_energy_ev": -9.361,
  "elements": ["C", "C", "O", "N", "C", "C", "H", "H", "H", "H", "H", "H", "H", "H", "H", "O", "H", "H"],
  "coordinates": [[-2.5021, -0.9109, -1.1047], [-1.0740, -0.4149, -1.4166], [-0.4430, -0.8851, -2.3589], [-0.5517, 0.6603, -0.7499], [0.7879, 1.1363, -1.0419], [-1.0207, 1.1073, 0.5378], [-3.0316, -0.6032, -0.1700], [-2.5160, -2.0154, -1.2515], [-3.1377, -0.5218, -1.8875], [0.9533, 0.8794, -2.0735], [0.9179, 2.2307, -0.8598], [1.5742, 0.7825, -0.4055], [-2.0985, 0.9977, 0.5930], [-1.0469, 2.2244, 0.5945], [-0.4847, 0.7099, 1.4261], [4.5797, -2.0725, 3.6811], [4.0774, -2.0911, 2.8592], [5.0165, -1.2135, 3.6281]],
  "atomic_forces_ev_per_a": [[-0.028, -0.414, 0.293], [0.339, 0.134, -0.724], [-0.724, -0.203, 0.538], [0.280, 0.454, 1.588], [-0.245, 1.065, -0.599], [-1.174, 1.461, 0.282], [0.949, -0.451, -0.561], [0.091, 0.828, 0.365], [-0.057, 0.182, -0.472], [0.575, 0.081, -0.278], [-0.850, -0.531, -0.511], [0.303, -1.155, 0.429], [-0.039, -0.865, 0.395], [0.911, -0.624, -0.131], [-0.330, 0.040, -0.612], [0.007, 0.350, -0.268], [-0.073, -0.223, 0.054], [0.066, -0.129, 0.211]]
}



(4)
{
  "formula": "C4H11NO2",
  "method": "ωB97M-V with the def2-TZVPD basis set",
  "e_above_lowest_ev": 2.2120,
  "smiles": "CC(N)=O.CCO",
  "total_energy_ha": -364.1869,
  "lumo_energy_ev": 0.337,
  "spin_multiplicity": 1,
  "homo_energy_ev": -10.223,
  "elements": ["C", "C", "N", "O", "H", "H", "H", "H", "H", "C", "C", "O", "H", "H", "H", "H", "H", "H"],
  "coordinates": [[1.5821, 0.8354, 2.4658], [0.5376, -0.1097, 2.8137], [0.7033, -1.2677, 1.9315], [-0.3344, -0.1385, 3.6498], [1.1472, 1.4492, 1.7130], [2.5306, 0.2988, 2.2562], [1.8195, 1.5138, 3.2236], [-0.0448, -1.8630, 1.5714], [1.4678, -1.2072, 1.3219], [-0.5446, 0.8485, -2.4144], [-1.6243, -0.2272, -2.3374], [-1.1322, -1.4888, -2.6007], [-0.7180, 1.2359, -3.3565], [0.4321, 0.5919, -2.3715], [-0.4887, 1.5752, -1.5590], [-2.1370, -0.1061, -1.3926], [-2.2812, -0.0228, -3.2487], [-0.9149, -1.9177, -1.6659]],
  "atomic_forces_ev_per_a": [[1.244, 0.197, 0.393], [-1.334, -4.564, -0.819], [-1.171, 0.930, 1.140], [0.541, 1.050, -0.373], [0.252, 0.325, -1.301], [-0.727, 0.509, -0.542], [0.142, 0.948, 1.591], [0.151, 0.548, 0.857], [0.902, 0.053, -0.957], [-1.944, 1.111, 2.170], [-0.293, 1.620, -1.465], [1.037, -3.043, 3.573], [0.170, 1.906, -1.600], [3.082, -2.065, -0.247], [-1.102, -0.101, -0.957], [-0.616, -0.427, 0.090], [0.182, -0.157, 1.637], [-0.515, 1.160, -3.191]]
}



(5)
{
  "formula": "C4H11NO2",
  "method": "ωB97M-V with the def2-TZVPD basis set",
  "charge": 1,
  "e_above_lowest_ev": 2.5205,
  "total_energy_ha": -363.8358,
  "lumo_energy_ev": [-3.730, -8.748],
  "spin_multiplicity": 2,
  "s_squared": 0.755,
  "homo_energy_ev": [-13.408, -13.408],
  "elements": ["C", "C", "C", "C", "O", "N", "H", "H", "H", "H", "H", "H", "H", "H", "H", "H", "H", "O"],
  "coordinates": [[0.5157, 0.4426, 0.6576], [0.2825, 0.4817, -0.8935], [0.6518, -0.9378, -1.4367], [0.7705, -1.0336, -2.9991], [-0.2076, -1.0521, -3.7763], [1.0981, 1.5152, -1.4239], [1.5514, 0.6355, 1.0551], [0.3000, -0.5126, 1.1262], [-0.1985, 1.1894, 1.0413], [-0.8563, 0.6234, -1.1817], [0.0462, -1.7903, -1.0257], [1.7874, -1.0949, -1.3624], [1.7438, -0.8645, -3.4905], [0.5539, 2.2866, -1.7573], [2.0499, 1.5640, -1.6094], [-4.1192, -0.7322, 5.8508], [-2.6211, -0.5397, 5.8996], [-3.3484, -0.1807, 5.3259]],
  "atomic_forces_ev_per_a": [[0.152, 0.754, 1.443], [-1.224, -1.719, -0.961], [2.974, -1.012, -1.656], [-4.696, 1.475, -2.753], [2.904, -0.335, 2.802], [-3.595, -0.342, 0.069], [-0.866, 0.287, -1.000], [-0.482, -0.300, -0.571], [0.574, -0.206, 0.190], [2.436, 0.327, 0.790], [0.582, 1.141, -0.148], [-1.463, -0.110, 1.534], [0.315, -0.375, 0.509], [0.004, 0.872, -0.290], [2.364, -0.454, 0.056], [2.382, 2.276, -2.292], [-0.433, 0.781, -0.971], [-1.929, -3.059, 3.249]]
}



(6)
{
  "formula": "C4H11NO2",
  "method": "ωB97M-V with the def2-TZVPD basis set",
  "charge": 1,
  "e_above_lowest_ev": 1.4856,
  "total_energy_ha": -363.8738,
  "lumo_energy_ev": [-3.312, -8.175],
  "spin_multiplicity": 2,
  "s_squared": 0.755,
  "homo_energy_ev": [-14.262, -14.250],
  "elements": ["C", "N", "C", "C", "O", "C", "O", "H", "H", "H", "H", "H", "H", "H", "H", "H", "H", "H"],
  "coordinates": [[-0.1035, -0.1084, -2.6542], [0.0117, -0.8482, -1.4089], [0.2580, -0.1614, -0.1761], [0.3390, -1.1071, 1.0317], [1.0884, -0.4891, 2.1089], [-0.7215, 1.0455, -0.0381], [-0.7880, 1.4991, 1.2615], [-0.1940, -0.7903, -3.4929], [-0.9455, 0.5855, -2.5252], [0.7458, 0.5598, -2.8342], [0.4066, -1.7475, -1.6700], [1.2469, 0.3151, -0.2909], [-0.5855, -1.3033, 1.5535], [0.8874, -2.0032, 0.7403], [1.4606, 0.3441, 1.8652], [-0.5756, 1.8865, -0.7242], [-1.7026, 0.6559, -0.3819], [-1.6653, 1.6060, 1.6228]],
  "atomic_forces_ev_per_a": [[-0.917, 0.542, 0.516], [1.450, 1.040, -1.712], [-0.354, 0.126, 0.502], [1.292, 1.411, 1.351], [-0.361, -1.339, -0.519], [-2.351, -0.328, -0.596], [1.149, 0.062, 0.454], [-0.255, 0.039, 0.031], [-0.068, -0.261, -0.493], [0.329, -0.165, 0.307], [-0.180, -0.659, 1.234], [0.314, -0.285, -0.172], [-0.693, -0.432, -0.737], [-0.278, -0.250, -0.062], [0.290, 0.856, -0.230], [0.877, -0.194, -0.025], [0.171, -0.037, 0.333], [-0.414, -0.125, -0.182]]
}



(7)
{
  "formula": "C4H11NO2S",
  "method": "ωB97M-V with the def2-TZVPD basis set",
  "charge": -2,
  "e_above_lowest_ev": 1.6167,
  "total_energy_ha": -762.3246,
  "lumo_energy_ev": 5.854,
  "spin_multiplicity": 1,
  "homo_energy_ev": 0.235,
  "elements": ["C", "C", "C", "S", "N", "C", "O", "H", "H", "H", "H", "H", "H", "H", "H", "H", "H", "H", "O"],
  "coordinates": [[-0.1690, 0.6584, -1.4984], [0.2600, -0.1980, -0.2987], [0.9480, 0.7905, 0.7830], [-0.0356, 2.3178, 1.1135], [1.1176, -1.3058, -0.5977], [0.4854, -2.5373, -1.3385], [1.4462, -3.2431, -1.7872], [-0.7528, -0.0910, -2.0741], [0.5416, 1.1036, -2.1173], [-0.7817, 1.5108, -1.1164], [-0.6650, -0.4498, 0.1592], [1.0526, 0.2118, 1.7741], [1.9040, 1.0391, 0.2308], [1.8395, -0.9041, -1.2200], [-0.0169, -2.9223, -0.4141], [-0.3908, -2.4269, -2.0645], [-3.4921, 1.6656, 1.9329], [-2.2460, 0.8176, 1.7348], [-3.1202, 0.7706, 2.2444]],
  "atomic_forces_ev_per_a": [[-2.624, -1.103, 0.935], [1.250, 2.809, 0.889], [-0.352, -1.129, -0.621], [0.107, -0.183, 0.339], [-0.353, 0.550, -1.121], [-0.251, 0.675, 2.205], [1.486, -1.738, -1.551], [0.008, 0.843, -0.283], [1.883, 0.405, -0.897], [0.090, -0.827, -0.411], [-0.924, -0.981, 0.507], [0.422, 0.793, -1.654], [-0.482, -0.156, 1.244], [-0.290, -0.711, 0.176], [-0.550, -0.514, 0.127], [0.396, 1.107, 0.064], [0.812, -2.015, 0.830], [-0.878, 0.011, 0.965], [0.252, 2.164, -1.742]]
}



(8)
{
  "formula": "C4H11NO2S",
  "method": "ωB97M-V with the def2-TZVPD basis set",
  "charge": -2,
  "e_above_lowest_ev": 1.6127,
  "total_energy_ha": -762.3247,
  "lumo_energy_ev": 6.278,
  "spin_multiplicity": 1,
  "homo_energy_ev": 0.805,
  "elements": ["C", "N", "C", "C", "S", "C", "O", "H", "H", "H", "H", "H", "H", "H", "H", "H", "H", "H", "O"],
  "coordinates": [[0.1492, 2.6250, -0.8148], [0.4913, 1.3870, -0.0980], [-0.3140, 0.1873, -0.3881], [-0.6501, -0.5577, 0.8798], [0.7353, -1.4314, 1.7119], [-1.6518, 0.4068, -1.2697], [-2.7800, 0.6609, -0.5627], [0.9920, 3.3299, -0.7757], [-0.6921, 3.1813, -0.3817], [-0.1667, 2.4649, -1.8446], [0.3098, 1.6744, 0.8551], [0.3013, -0.3945, -1.0808], [-1.4900, -1.2396, 0.7407], [-1.1156, 0.1439, 1.5863], [-1.6492, -0.5530, -1.8673], [-1.4791, 1.1691, -2.0488], [2.9226, -0.8890, -0.4092], [1.9179, -1.9864, -0.2939], [2.7470, -1.7482, -0.7983]],
  "atomic_forces_ev_per_a": [[-0.073, 0.190, -0.007], [-0.224, 1.432, 0.204], [-0.973, 0.380, -1.666], [-0.266, -0.138, 0.677], [0.092, -0.118, 0.008], [-0.260, -0.436, 1.386], [0.168, 0.088, -0.346], [0.152, -0.183, -0.194], [-0.250, -0.184, 0.149], [0.460, -0.118, -0.060], [0.235, -0.646, 0.367], [0.212, -0.409, 0.278], [0.214, -0.159, -0.537], [0.293, 0.212, -0.154], [-0.280, -0.100, 0.107], [0.395, 0.181, -0.295], [-0.106, 0.229, 0.157], [0.653, 0.286, -0.007], [-0.443, -0.508, -0.069]]
}